11
Properties=species:S:1:pos:R:3:forces:R:3:nbo_charge:R:1 method="wB97M-V/def2-TZVPD" total_charge=0 multiplicity=1 homo_lumo_gap_ev=10.06 lumo_energy_ha=-0.01807 e_tot_ev=-19583.065 smiles="N=S(=O)=O.CO" fmax_ha_per_bohr=0.062 e_above_lowest_kcal_mol=75.3 molar_mass_g_mol=111.122
C 0.35599 0.07273 -0.24059 0.54 0.43 2.87 -0.20
N -2.83084 0.62525 0.73942 0.47 0.31 -0.76 -1.10
O -2.60962 -1.84462 1.05931 -0.05 0.77 0.08 -0.81
O -1.83916 -0.38730 2.89701 -0.21 0.07 -0.96 -0.83
O -0.47963 0.30284 -1.28272 -2.80 1.10 -0.98 -0.72
S -2.37295 -0.52924 1.56701 0.08 0.00 1.02 2.30
H 0.83609 1.07565 0.19596 -0.69 -2.17 -0.80 0.16
H 1.09641 -0.66161 -0.59860 0.05 0.54 0.51 0.20
H -0.23493 -0.43706 0.63388 1.33 0.67 -1.06 0.10
H -1.37455 0.62927 -0.95620 1.69 -0.67 -0.66 0.48
H -2.45760 1.58510 0.85556 -0.39 -1.04 0.74 0.43

---

9
Properties=species:S:1:pos:R:3:forces:R:3:nbo_charge:R:1 method="wB97M-V/def2-TZVPD" total_charge=-1 multiplicity=1 homo_lumo_gap_ev=5.50 lumo_energy_ha=0.17365 e_tot_ev=-13939.545 smiles="C[PH2]=N[O-]" fmax_ha_per_bohr=0.105 e_above_lowest_kcal_mol=123.1 molar_mass_g_mol=78.031
C -0.32381 0.63570 -0.80110 -1.69 -3.09 -4.12 -0.95
N -0.83220 -0.57137 1.18976 0.28 0.34 0.34 -0.58
O -0.90873 -0.94081 2.39886 -0.93 -1.40 2.46 -0.72
P 0.52563 -0.43834 0.32096 -1.39 1.90 0.24 1.03
H -0.18672 0.16591 -1.91513 -0.29 1.38 1.99 0.16
H -1.44682 0.55960 -0.54708 1.93 0.54 -0.34 0.27
H 0.25040 1.51109 -0.75240 0.02 1.86 -0.17 0.20
H 1.30515 -1.41977 -0.19747 0.96 -1.73 -0.91 -0.17
H 1.61709 0.49799 0.30360 1.09 0.20 0.50 -0.24

---

10
Properties=species:S:1:pos:R:3:forces:R:3:nbo_charge:R:1 method="wB97M-V/def2-TZVPD" total_charge=0 multiplicity=1 homo_lumo_gap_ev=9.85 lumo_energy_ha=0.00204 e_tot_ev=-26325.322 smiles="NC=O.SS" fmax_ha_per_bohr=0.045 e_above_lowest_kcal_mol=24.9 molar_mass_g_mol=111.191
S -1.98092 1.18734 0.95672 -1.80 -0.96 0.54 -0.17
S -2.97044 3.03145 0.89230 0.34 -0.83 0.27 -0.10
H -3.09026 0.28321 1.26829 1.67 1.55 -0.43 0.15
H -3.37343 2.86541 -0.36059 -0.18 0.22 -0.38 0.13
C 1.74164 -1.09859 -1.11543 1.00 -0.93 -0.82 0.53
N 1.95608 -1.34327 0.22595 -0.24 -0.18 1.38 -0.91
O 2.62603 -0.85499 -1.90027 -0.22 -0.03 0.19 -0.53
H 0.76396 -1.42253 -1.49534 -0.51 0.82 0.19 0.11
H 2.74832 -1.86567 0.55635 0.58 0.37 -0.61 0.40
H 1.57899 -0.78235 0.97200 -0.63 -0.03 -0.34 0.40

---

10
Properties=species:S:1:pos:R:3:forces:R:3:nbo_charge:R:1 method="wB97M-V/def2-TZVPD" s_squared=0.7593 total_charge=+1 multiplicity=2 homo_lumo_gap_ev="10.66 / 4.65" lumo_energy_ha="-0.14869 / -0.34467" e_tot_ev=-26316.590 fmax_ha_per_bohr=0.032 e_above_lowest_kcal_mol=29.5 molar_mass_g_mol=111.191
S -0.28451 1.67998 -1.29238 0.18 -0.32 -0.09 0.13
S 0.40187 -0.02046 -2.21833 0.07 -0.08 -0.01 -0.03
H 0.92516 1.98257 -0.76928 -0.24 0.21 0.18 0.15
H 0.55577 0.50392 -3.44516 -0.24 0.04 -0.10 0.18
C -0.77885 -1.03500 1.27900 0.12 0.29 -0.28 0.49
N 0.33287 -0.32107 1.30807 0.02 -1.28 1.00 -0.75
O -1.80902 -0.65235 0.71732 0.13 -0.04 -0.47 -0.26
H -0.74161 -2.04350 1.71383 -0.29 0.13 0.33 0.23
H 0.37353 0.45836 0.68768 0.15 0.86 0.11 0.41
H 1.02477 -0.55244 2.01925 0.08 0.20 -0.66 0.44

---

11
Properties=species:S:1:pos:R:3:forces:R:3:nbo_charge:R:1 method="wB97M-V/def2-TZVPD" total_charge=0 multiplicity=1 homo_lumo_gap_ev="7.46 / 7.46" lumo_energy_ha="-0.01045 / -0.01043" e_tot_ev=-37159.187 smiles="CS(=S)#S(N)=O" fmax_ha_per_bohr=0.102 e_above_lowest_kcal_mol=14.5 molar_mass_g_mol=143.258
C 1.74123 0.54247 0.57228 -2.15 -2.54 0.73 -0.70
N -1.94808 -0.73450 -1.43255 -0.23 0.79 -0.68 -1.08
O 0.15095 -1.72738 -0.34979 3.46 -2.53 -1.81 -0.92
S -0.58329 1.47798 2.41806 -0.20 -0.18 0.44 -0.46
S -0.20786 1.03576 0.57260 1.91 0.18 -1.15 0.24
S -1.05916 -1.10554 -0.04559 -3.90 3.10 1.62 1.40
H 2.22267 0.26370 -0.39086 -0.79 0.38 0.54 0.23
H 1.60037 -0.38737 1.23818 0.73 1.34 -1.09 0.23
H 2.27675 1.28160 1.12975 -0.08 0.71 0.16 0.23
H -2.73365 -0.03522 -1.38150 1.16 -1.13 0.50 0.42
H -1.45992 -0.61151 -2.33058 0.10 -0.12 0.73 0.40

---

9
Properties=species:S:1:pos:R:3:forces:R:3:nbo_charge:R:1 method="wB97M-V/def2-TZVPD" total_charge=0 multiplicity=1 homo_lumo_gap_ev=6.27 lumo_energy_ha=-0.03126 e_tot_ev=-21182.735 fmax_ha_per_bohr=0.050 e_above_lowest_kcal_mol=39.3 molar_mass_g_mol=93.006
C 1.35160 0.94754 -0.46704 -1.11 -0.19 -1.57 -0.95
N 0.01101 1.14531 1.88186 0.48 -0.11 -0.93 -1.19
P 0.56975 2.11957 2.88465 0.24 0.90 1.42 0.72
P -0.13613 0.34420 0.51187 -0.15 -0.73 -0.82 0.73
H 1.46385 2.04828 -0.37780 -0.22 -0.55 -0.31 0.23
H 1.09918 0.60933 -1.58052 0.77 0.91 2.27 0.24
H 2.28554 0.49612 -0.14506 0.05 -0.24 0.01 0.23
H -1.88219 0.84875 -2.50615 1.18 -1.29 1.43 0.01
H -1.46260 0.38575 -1.97078 -1.24 1.31 -1.52 -0.02

---

8
Properties=species:S:1:pos:R:3:forces:R:3:nbo_charge:R:1 method="wB97M-V/def2-TZVPD" total_charge=-1 multiplicity=1 homo_lumo_gap_ev=7.31 lumo_energy_ha=0.17642 e_tot_ev=-5212.820 fmax_ha_per_bohr=0.019 e_above_lowest_kcal_mol=2.9 molar_mass_g_mol=49.049
O 1.44325 1.53681 0.99589 0.26 -0.07 0.58 -1.03
H 0.97292 1.32769 1.81580 0.17 0.02 -0.41 0.43
C -0.74231 -0.73404 -0.63531 0.57 0.81 -0.10 -0.19
O 0.53454 -0.26212 -0.64520 0.37 -0.32 -0.08 -0.98
H -1.03772 -1.16873 0.33705 -0.29 -0.22 0.22 0.08
H -0.92798 -1.51007 -1.40313 -0.10 -0.26 -0.07 0.09
H -1.48802 0.07099 -0.85883 -0.20 -0.13 0.10 0.08
H 1.24532 0.73948 0.39373 -0.77 0.17 -0.24 0.52

---

8
Properties=species:S:1:pos:R:3:forces:R:3:nbo_charge:R:1 method="wB97M-V/def2-TZVPD" total_charge=-1 multiplicity=1 homo_lumo_gap_ev=8.21 lumo_energy_ha=0.17614 e_tot_ev=-5212.918 fmax_ha_per_bohr=0.013 e_above_lowest_kcal_mol=0.6 molar_mass_g_mol=49.049
C 0.99705 0.92141 -0.40519 0.46 0.21 -0.46 -0.20
O 0.33573 0.44664 0.67456 -0.07 0.03 0.53 -0.87
H 2.11265 0.85803 -0.31211 -0.22 0.01 0.00 0.10
H 0.75979 0.38132 -1.34902 -0.01 -0.03 0.00 0.10
H 0.79472 1.99518 -0.63943 -0.02 -0.08 0.07 0.10
H -1.02601 -1.36915 -0.90712 -0.17 -0.07 0.19 0.42
H -0.50939 -0.40188 0.35515 -0.27 -0.23 -0.09 0.49
O -1.30698 -1.21739 0.00486 0.30 0.16 -0.24 -1.13

---

9
Properties=species:S:1:pos:R:3:forces:R:3:nbo_charge:R:1 method="wB97M-V/def2-TZVPD" s_squared=2.0080 total_charge=0 multiplicity=3 homo_lumo_gap_ev="5.65 / 7.91" lumo_energy_ha="0.01864 / -0.07644" e_tot_ev=-14496.453 fmax_ha_per_bohr=0.070 e_above_lowest_kcal_mol=18.0 molar_mass_g_mol=80.023
C -0.96387 -0.48801 -0.41491 -1.11 1.91 -2.76 -0.14
O -0.91243 0.84682 -0.77199 -0.07 0.76 0.44 -0.68
O 1.71223 0.24546 0.32280 -0.38 3.07 -1.87 -1.06
P 0.85631 -1.02997 0.90836 1.07 -0.24 1.78 0.67
H -0.74165 -1.10063 -1.28010 0.19 -0.67 0.20 0.16
H -1.94045 -0.63520 0.05089 0.52 -0.42 0.43 0.18
H -0.10620 1.14081 -1.23293 -0.38 -0.84 0.08 0.49
H 1.43797 1.25723 0.38779 0.58 -3.10 0.32 0.49
H 0.65808 -0.23652 2.03009 -0.43 -0.48 1.38 -0.12

---

10
Properties=species:S:1:pos:R:3:forces:R:3:nbo_charge:R:1 method="wB97M-V/def2-TZVPD" total_charge=0 multiplicity=1 homo_lumo_gap_ev="7.00 / 7.38" lumo_energy_ha="-0.04839 / -0.04559" e_tot_ev=-16547.242 fmax_ha_per_bohr=0.047 e_above_lowest_kcal_mol=69.2 molar_mass_g_mol=96.022
C -0.45372 0.72167 -0.27493 -0.88 -0.23 0.31 -0.30
O 2.06606 -0.07686 1.13133 0.38 -0.09 -0.28 -1.00
O 0.05400 -2.21942 -0.40191 1.19 1.70 0.15 -1.14
O 0.82280 0.78712 -0.90106 1.47 -0.52 -0.17 -0.80
P 2.07325 -0.08572 -0.45301 -2.31 -0.76 0.00 1.62
H -0.68761 -0.33168 -0.08553 0.06 0.04 -0.06 0.27
H -1.17570 1.13224 -0.97535 0.07 0.08 0.03 0.21
H -0.46346 1.30622 0.64594 0.07 0.10 -0.04 0.17
H 1.21580 -0.10919 1.58304 -0.28 -0.14 0.12 0.53
H 0.54958 -3.00703 -0.62813 0.23 -0.17 -0.06 0.43

---

10
Properties=species:S:1:pos:R:3:forces:R:3:nbo_charge:R:1 method="wB97M-V/def2-TZVPD" total_charge=-1 multiplicity=1 homo_lumo_gap_ev=7.93 lumo_energy_ha=0.13218 e_tot_ev=-9309.712 fmax_ha_per_bohr=0.057 e_above_lowest_kcal_mol=18.2 molar_mass_g_mol=81.047
O 1.63188 -0.32741 -2.37092 0.56 -0.59 -0.94 -0.77
C 1.96706 0.74743 -1.87667 -0.92 0.88 2.65 0.61
O 1.21183 1.55379 -1.24509 -0.15 -0.12 -0.56 -0.83
H 3.02674 1.05422 -1.66900 0.37 -0.43 -1.00 0.01
H -1.66360 0.10580 2.67248 0.31 0.11 0.02 0.48
H -2.56569 -0.87470 3.32882 0.01 -0.09 0.20 0.46
O -1.85502 -0.26185 3.54419 -0.27 -0.03 -0.29 -0.94
H -0.34662 0.08558 -0.82097 0.18 0.10 -0.33 0.51
H -0.43050 -1.43128 -0.84963 0.14 0.18 -0.20 0.47
O -0.97606 -0.65157 -0.71320 -0.22 0.00 0.45 -1.00

---

14
Properties=species:S:1:pos:R:3:forces:R:3:nbo_charge:R:1 method="wB97M-V/def2-TZVPD" s_squared=2.0156 total_charge=0 multiplicity=3 homo_lumo_gap_ev="6.51 / 8.40" lumo_energy_ha="0.01304 / -0.05342" e_tot_ev=-24730.013 fmax_ha_per_bohr=0.271 molar_mass_g_mol=160.018
C -2.36213 0.19232 -0.57272 0.73 -0.58 2.57 0.68
O 2.32692 0.34111 -1.30656 -3.24 0.67 0.92 -0.95
O -1.33297 -0.43648 -0.56352 0.03 -0.37 -1.26 -0.62
O -2.67628 1.06304 0.35289 -0.81 1.41 0.32 -0.67
O 1.37854 -1.89404 -0.17118 -0.01 0.24 -1.93 -0.40
O 0.76464 0.78028 2.44802 13.10 3.85 2.83 -0.44
O 0.84510 -1.25295 0.92935 -0.48 0.06 2.29 -0.56
O -0.58999 0.33047 2.14036 -13.01 -4.02 -3.09 -0.61
P 0.43374 0.31638 0.87358 0.27 0.89 0.36 1.49
H -3.24945 -0.01436 -1.10678 -0.72 -0.23 -1.60 0.13
H 2.39415 0.84248 -2.08310 0.44 1.02 -1.62 0.48
H -2.05293 1.17610 1.10257 0.19 -0.58 -0.36 0.52
H 1.02314 -1.33971 -0.90824 0.49 -0.73 0.16 0.47
H 3.09752 -0.10464 -1.13465 3.02 -1.61 0.40 0.48

---

8
Properties=species:S:1:pos:R:3:forces:R:3:nbo_charge:R:1 method="wB97M-V/def2-TZVPD" total_charge=0 multiplicity=1 homo_lumo_gap_ev=9.76 lumo_energy_ha=0.03348 e_tot_ev=-12453.686 smiles=CPO fmax_ha_per_bohr=0.048 e_above_lowest_kcal_mol=10.5 molar_mass_g_mol=64.024
C 0.92975 -0.07443 0.23940 -1.45 1.83 0.13 -0.97
O -1.57857 0.53831 -0.33770 -0.87 0.86 0.12 -0.99
P -0.79599 -0.76234 0.29649 0.25 0.01 -0.71 0.87
H 0.94477 0.61549 -0.70592 0.75 -1.71 1.59 0.24
H 1.48958 -0.99776 0.34059 0.99 0.34 -0.50 0.24
H 1.07006 0.58308 1.16789 -0.02 -1.01 -1.24 0.23
H -1.25208 1.34973 0.03980 -0.11 0.55 0.25 0.48
H -0.80752 -1.25207 -1.04055 0.47 -0.87 0.37 -0.08

---

9
Properties=species:S:1:pos:R:3:forces:R:3:nbo_charge:R:1 method="wB97M-V/def2-TZVPD" total_charge=0 multiplicity=1 homo_lumo_gap_ev=8.05 lumo_energy_ha=-0.03659 e_tot_ev=-23286.407 smiles=COSP fmax_ha_per_bohr=0.080 e_above_lowest_kcal_mol=88.3 molar_mass_g_mol=96.091
C -1.09905 1.95325 -0.38147 2.27 2.27 -1.35 -0.25
O -0.49969 0.70802 -0.28942 3.90 -0.33 1.25 -0.59
P 2.06964 -0.77402 -0.54201 1.42 1.42 -2.78 0.27
S 1.42740 0.81532 0.52486 -3.92 1.13 -0.45 0.11
H -0.52127 2.76736 -1.07807 -1.21 -2.11 0.92 0.15
H -1.06908 2.51179 0.56081 -0.96 -0.40 0.18 0.17
H -2.03661 1.66647 -0.84308 -0.61 0.72 0.27 0.21
H 1.62935 -1.72680 0.22109 -0.85 -2.51 2.08 -0.06
H 3.33438 -0.61496 0.09304 -0.04 -0.17 -0.11 0.00

---

10
Properties=species:S:1:pos:R:3:forces:R:3:nbo_charge:R:1 method="wB97M-V/def2-TZVPD" total_charge=0 multiplicity=1 homo_lumo_gap_ev="7.18 / 6.61" lumo_energy_ha="-0.03518 / -0.04323" e_tot_ev=-34122.690 fmax_ha_per_bohr=0.069 e_above_lowest_kcal_mol=82.5 molar_mass_g_mol=128.158
C -3.45815 1.62509 -0.30510 -0.11 -2.68 0.34 -0.76
O -1.93572 -0.11976 -3.90015 0.63 -0.27 0.30 -1.04
P -1.25129 -0.85198 -2.55533 -2.18 0.33 -0.52 0.94
S -1.81120 0.91186 -0.49369 2.13 -1.16 0.33 -0.18
S 0.83822 -1.11698 -2.83108 -0.41 -0.07 -1.67 -0.33
H -3.85717 1.14198 -1.17359 -1.62 -0.40 -0.15 0.23
H -4.03553 1.52849 0.67167 1.06 0.06 -1.48 0.24
H -3.19438 2.51951 -0.70155 -0.35 3.51 -0.15 0.22
H -1.73176 -0.19861 -4.86014 0.34 -0.13 1.23 0.52
H 0.98189 -0.54668 -1.69267 0.51 0.81 1.78 0.15

---

10
Properties=species:S:1:pos:R:3:forces:R:3:nbo_charge:R:1 method="wB97M-V/def2-TZVPD" total_charge=0 multiplicity=1 homo_lumo_gap_ev="7.36 / 7.36" lumo_energy_ha="-0.04572 / -0.04466" e_tot_ev=-34123.037 fmax_ha_per_bohr=0.146 e_above_lowest_kcal_mol=74.5 molar_mass_g_mol=128.158
C -0.46775 1.74660 -0.23009 -1.41 -3.36 3.37 -0.59
O -0.34781 -0.84171 1.56764 -3.21 -6.11 -2.90 -0.98
P -0.25083 -0.97670 -0.05294 0.03 1.59 -0.27 1.12
S -1.38014 -2.32485 -0.98244 1.13 1.67 1.16 -0.46
S 1.87104 -1.32197 -0.14365 -0.38 -0.56 -1.26 -0.32
H -0.92247 1.72260 -1.13535 -2.10 0.15 -2.18 0.19
H -0.93560 1.99897 0.75455 -0.08 -0.42 -1.36 0.20
H 0.46200 2.11320 -0.31230 3.58 0.94 -0.11 0.17
H 0.02504 -0.13328 1.91154 2.75 5.42 2.37 0.49
H 1.94651 -1.98287 -1.37696 -0.31 0.70 1.19 0.18

---

8
Properties=species:S:1:pos:R:3:forces:R:3:nbo_charge:R:1 method="wB97M-V/def2-TZVPD" s_squared=6.0069 total_charge=0 multiplicity=5 homo_lumo_gap_ev="6.66 / 8.08" lumo_energy_ha="0.01075 / 0.00435" e_tot_ev=-28847.227 fmax_ha_per_bohr=0.078 molar_mass_g_mol=83.994
H 0.58183 0.18827 -0.69769 -2.53 2.21 2.16 0.51
C -0.10939 -1.00261 0.19091 -0.71 0.81 0.40 -1.33
H 0.88278 -1.12512 0.65560 0.08 -0.77 -1.16 0.24
H -0.72755 -1.56013 0.91349 -0.30 0.71 0.16 0.26
H -0.51518 -1.39606 -0.75561 1.31 -0.57 0.07 0.24
V -1.19274 1.29282 0.78767 0.15 -1.53 0.19 0.71
O 0.17930 1.48576 -0.55940 1.77 -1.04 -1.71 -1.10
H 0.90093 2.11707 -0.53497 0.23 0.19 -0.11 0.48

---

8
Properties=species:S:1:pos:R:3:forces:R:3:nbo_charge:R:1 method="wB97M-V/def2-TZVPD" s_squared=2.0013 total_charge=+1 multiplicity=3 homo_lumo_gap_ev="7.35 / 7.34" lumo_energy_ha="-0.18856 / -0.31019" e_tot_ev=-34685.127 fmax_ha_per_bohr=0.082 molar_mass_g_mol=206.090
H -1.21079 0.10920 0.21448 -0.28 0.41 0.05 0.19
C -1.87672 0.99463 0.30675 0.21 -0.32 -0.07 -0.87
H -2.47945 0.87529 1.21620 0.17 0.04 -0.34 0.25
H -1.31034 1.93187 0.38133 -0.06 -0.13 0.00 0.19
H -2.51400 1.03858 -0.58582 0.17 -0.02 0.34 0.24
Yb 2.07134 0.65149 -0.04539 -1.26 -3.59 -0.07 1.73
O 1.53770 -1.41471 -0.08874 1.02 4.07 0.04 -1.25
H 2.12554 -2.16935 -0.11109 0.03 -0.47 0.04 0.51

---

8
Properties=species:S:1:pos:R:3:forces:R:3:nbo_charge:R:1 method="wB97M-V/def2-TZVPD" total_charge=0 multiplicity=1 homo_lumo_gap_ev="6.72 / 9.12" lumo_energy_ha="-0.07451 / 0.00320" e_tot_ev=-21238.846 fmax_ha_per_bohr=0.009 e_above_lowest_kcal_mol=68.6 molar_mass_g_mol=80.092
C 1.34340 -0.94511 -0.05040 -0.05 0.15 -0.05 -0.50
P -1.74794 0.63132 -0.03299 -0.26 -0.04 -0.06 0.31
S -3.30854 -0.58404 -0.04599 -0.10 -0.34 0.01 -0.29
H 1.87636 -0.02990 -0.21103 0.13 0.21 -0.03 0.17
H 1.08689 -1.24471 0.94297 -0.08 -0.10 0.30 0.17
H 1.14404 -1.59501 -0.87680 -0.09 -0.17 -0.21 0.17
H -1.98222 1.50057 -1.10369 0.24 0.13 -0.33 -0.01
H -2.04277 1.55173 0.97551 0.21 0.18 0.38 -0.01

---

8
Properties=species:S:1:pos:R:3:forces:R:3:nbo_charge:R:1 method="wB97M-V/def2-TZVPD" total_charge=0 multiplicity=1 homo_lumo_gap_ev=6.77 lumo_energy_ha=-0.01371 e_tot_ev=-21238.636 fmax_ha_per_bohr=0.063 e_above_lowest_kcal_mol=73.5 molar_mass_g_mol=80.092
C 1.09557 -0.63639 -0.68240 -1.80 -0.97 1.56 -0.66
P -2.31108 1.38246 0.17659 -0.04 -0.29 -1.50 -0.13
S -0.73328 -0.11963 0.02695 1.34 -1.36 2.63 0.03
H 1.63283 -1.08370 0.15355 -0.16 0.36 0.19 0.22
H 1.62499 0.10670 -1.14430 1.24 2.14 -0.92 0.21
H 0.92234 -1.43582 -1.38336 -0.60 -0.12 -0.26 0.22
H -1.93167 1.83098 1.40652 0.75 0.61 1.02 -0.06
H -0.29972 -0.04460 1.44645 -0.72 -0.37 -2.71 0.18